Computed, not measured: a cluster of 5 separate species, C44H80BrN6O5S3 in total in a non-equilibrium geometry, with the ωB97M-V functional and the def2-TZVPD basis.

Results
total energy = -6197.2180 a.u.
charge = +1
E_HOMO = -10.37 eV
gap between HOMO and LUMO = 6.784 eV

Element x y z (Å)
Br (2.09, -1.87, 1.51)
S (-1.60, 2.86, -3.71)
S (0.34, 4.54, -2.13)
S (4.79, 1.55, 4.00)
O (-5.95, 0.60, 1.24)
O (-5.73, -4.70, 0.24)
O (1.41, -2.90, -4.12)
O (-3.91, -8.79, -3.07)
O (8.40, 2.42, -2.59)
N (0.44, 1.67, -2.21)
N (1.51, 1.82, 4.21)
N (7.69, 3.16, -0.38)
N (2.92, 3.35, 2.84)
N (-3.70, 2.77, 4.59)
N (0.55, 3.80, 3.03)
C (1.44, 1.09, -4.55)
C (1.69, 1.41, -2.99)
C (-7.87, -3.68, 0.32)
C (-3.27, 2.56, 3.26)
C (-1.92, 2.82, 2.58)
C (-8.04, 1.38, 2.05)
C (-1.35, 3.73, 4.94)
C (-7.13, -5.00, 0.41)
C (2.56, -4.97, -4.27)
C (2.72, -3.48, -4.05)
C (6.12, -0.90, 1.77)
C (5.29, 2.71, -1.18)
C (3.54, -0.56, 2.10)
C (3.17, 4.33, 5.26)
C (-0.27, 2.87, -2.69)
C (4.12, 2.74, -0.05)
C (0.67, 5.02, 2.14)
C (9.04, 0.93, -0.73)
C (-5.69, -7.23, -3.24)
C (1.57, 3.02, 3.39)
C (-0.46, 0.48, -2.14)
C (4.70, -0.71, 1.00)
C (3.71, 2.12, 2.56)
C (1.07, 4.62, 0.61)
C (1.35, -5.02, -5.18)
C (3.62, 4.36, 3.70)
C (-3.96, -8.02, -1.86)
C (1.60, 0.67, 3.26)
C (-4.73, -6.75, -2.17)
C (0.50, -3.88, -4.64)
C (0.17, -0.76, -1.31)
C (-6.99, -2.88, -0.61)
C (2.80, 0.86, 2.16)
C (-6.40, 1.67, 0.38)
C (8.34, 2.26, -1.35)
C (-0.82, 3.48, 3.49)
C (-7.01, 0.27, 2.15)
C (4.78, 2.55, 1.40)
C (-2.75, 3.37, 5.46)
C (-5.60, -3.34, -0.21)
C (-4.84, -8.22, -4.01)
C (6.45, 3.79, -0.93)
C (-0.24, 4.66, -0.34)
C (-7.89, 1.80, 0.60)
H (-6.08, -6.43, -3.87)
H (8.33, 3.91, -0.07)
H (-4.06, -5.99, -2.59)
H (-7.12, -1.80, -0.52)
H (6.77, 0.04, 1.76)
H (2.33, 2.37, -2.88)
H (5.66, 1.80, 1.33)
H (1.65, -4.80, -6.21)
H (1.77, -0.27, 3.91)
H (8.53, 0.66, 0.27)
H (-9.05, 1.04, 2.30)
H (10.16, 1.15, -0.60)
H (-7.42, -0.69, 1.85)
H (-0.13, -3.42, -5.41)
H (2.44, 1.10, -5.13)
H (-2.94, -7.81, -1.52)
H (-0.89, 3.74, -0.16)
H (-5.43, -9.02, -4.47)
H (0.60, 0.60, 2.69)
H (-1.70, 2.57, 1.48)
H (-6.54, -7.75, -2.78)
H (-0.62, 4.21, 5.69)
H (4.53, -1.71, 0.44)
H (0.93, 0.07, -4.62)
H (-0.14, -4.22, -3.82)
H (3.27, 5.40, 3.33)
H (-8.43, 1.11, -0.05)
H (0.70, 1.78, 4.84)
H (3.33, -3.02, -4.83)
H (1.21, -0.41, -0.98)
H (-6.60, 0.18, 3.16)
H (-4.25, -7.73, -4.79)
H (2.13, 4.81, 5.41)
H (-8.90, -3.79, -0.03)
H (6.75, 4.28, -1.94)
H (-0.50, -1.03, -0.41)
H (-3.00, 3.60, 6.55)
H (-4.89, -3.30, -1.04)
H (-1.42, 0.80, -1.58)
H (2.32, 0.56, -2.55)
H (5.69, 1.63, -1.34)
H (0.83, -5.98, -5.17)
H (-7.19, -3.17, -1.65)
H (-7.78, 2.21, 2.71)
H (3.66, 3.78, -0.11)
H (3.45, -5.43, -4.70)
H (0.77, 1.88, -5.04)
H (1.56, 3.58, 0.56)
H (-6.15, 1.43, -0.65)
H (1.34, 5.82, 2.58)
H (-7.28, -5.51, 1.36)
H (3.38, 1.92, -0.36)
H (3.96, 0.80, 4.82)
H (-0.86, 5.61, -0.16)
H (-0.78, 0.08, -3.17)
H (2.33, -5.47, -3.32)
H (0.24, -1.69, -2.00)
H (-5.87, 2.58, 0.68)
H (-4.08, 2.10, 2.55)
H (5.29, 3.56, 1.65)
H (-5.23, -6.33, -1.30)
H (4.76, 4.38, 3.58)
H (5.99, -1.20, 2.87)
H (3.17, -3.25, -3.08)
H (3.86, -0.97, 3.12)
H (8.87, 0.04, -1.44)
H (3.93, 4.90, 5.93)
H (2.23, 0.98, 1.16)
H (-7.90, -3.20, 1.31)
H (6.66, -1.79, 1.27)
H (4.72, 0.10, 0.20)
H (4.76, 3.00, -2.17)
H (-0.37, 5.50, 2.05)
H (6.10, 4.65, -0.25)
H (-5.21, -2.75, 0.62)
H (1.77, 5.43, 0.19)
H (-4.46, -8.62, -1.09)
H (-8.26, 2.81, 0.40)
H (3.17, 3.25, 5.67)
H (-7.42, -5.68, -0.40)

Results of the Mulliken charge analysis, in e, for atoms 1 through 5: -0.118 -0.085 -0.207 -0.415 -0.346